(A)
This record from OMol25 describes a single C9H15NO2 molecule. The level of theory is wB97M-V/def2-TZVPD.

Geometry (Å):
H 2.01 0.81 1.86
H -1.91 1.62 -2.79
C -0.48 0.42 -0.79
C 0.57 -2.58 1.48
H 3.35 1.05 0.84
H -1.81 0.12 1.18
C -2.30 1.03 0.72
H -2.04 1.81 1.40
C 0.37 -0.58 0.06
H 1.84 1.56 0.23
C -1.62 1.10 -0.62
H -3.45 1.19 0.60
H 0.27 -3.64 1.12
H -0.25 1.14 -2.49
H 2.39 -2.20 -1.13
O 0.20 0.47 -2.01
C 1.81 -0.46 0.11
H 0.24 -2.31 2.45
N -0.28 -1.58 0.62
C 2.64 -1.34 -0.42
O -1.51 -1.80 0.68
H 3.74 -1.15 -0.29
C -2.25 1.89 -1.75
H -3.27 1.80 -1.57
H -2.16 3.09 -1.61
C 2.30 0.80 0.79
H 1.59 -2.28 1.34

highest occupied orbital energy: -8.14 eV
orbital gap: 8.9 eV
SMILES: C=C(C)/C(C(O)=C(C)C)=[N+](\C)[O-]

=====

(B)
This record from OMol25 describes 2 unconnected molecules or ions with the total composition C9H15NO2. The level of theory is wB97M-V/def2-TZVPD.

Geometry (Å):
O -1.37 2.27 -0.51
H 0.15 -3.79 -0.30
C -0.89 3.27 -1.41
H -1.50 0.38 0.00
C 0.57 -0.82 1.42
O -0.42 0.61 -1.70
H -2.81 3.59 -2.33
C 0.75 -2.24 1.07
C -0.26 -1.82 2.13
H 0.13 3.01 -1.71
C 1.31 1.47 1.21
N 1.09 0.31 1.50
C -1.79 3.39 -2.64
C 2.01 -2.94 1.52
C 0.24 -2.70 -0.28
H -0.04 -2.03 3.17
H 2.36 -2.54 2.47
H 2.09 2.02 1.72
H -1.31 -1.86 1.90
H 1.83 -4.01 1.64
H -1.44 4.21 -3.27
C -1.06 1.02 -0.78
H -0.89 4.20 -0.83
H -0.73 -2.26 -0.50
H -1.76 2.47 -3.21
H 2.80 -2.80 0.78
H 0.93 -2.39 -1.07

highest occupied orbital energy: -7.73 eV
orbital gap: 8.6 eV

=====

Which of them is least stable? Easy: (A).